No. 1
Computed, not measured: a cluster of 3 separate species, C6H20N2O2 in total in a non-equilibrium geometry, with ωB97M-V/def2-TZVPD.

## Properties
LUMO: 0.88 eV
ΔE to the lowest compared entry with this formula, charge and spin: 0.060 eV
Maximum force: 0.023 Eh/bohr
Structure (SMILES): CC[C@@H](C)NCCN.O.O
HOMO level: -0.333 Eh
HOMO-LUMO gap: 9.95 eV

Structure (ORCA input):
```
! wB97M-V def2-TZVPD RIJCOSX def2/J DEFGRID3
* xyz 0 1
N -2.395 -1.772 -0.221
C -1.561 -1.562 -1.383
C -0.055 -1.520 -1.105
N 0.283 -0.333 -0.315
C 1.546 2.364 0.577
C 2.003 0.947 0.892
C 1.723 -0.061 -0.222
C 2.581 -1.308 0.031
H -2.335 -1.014 0.450
H -2.145 -2.618 0.272
H -1.836 -0.632 -1.878
H -1.747 -2.350 -2.114
H 0.486 -1.472 -2.054
H 0.242 -2.457 -0.622
H -0.096 -0.428 0.621
H 1.811 3.085 1.354
H 1.992 2.740 -0.345
H 0.466 2.445 0.471
H 3.079 0.968 1.084
H 1.563 0.606 1.835
H 2.045 0.352 -1.185
H 2.444 -2.082 -0.726
H 3.646 -1.091 0.053
H 2.313 -1.752 0.996
H -0.941 1.232 -0.717
H -2.418 1.599 -1.105
O -1.674 1.895 -0.598
H -1.467 1.421 2.641
H -1.903 1.358 1.140
O -1.893 0.858 1.986
*
```


No. 2
Computed, not measured: a structure of composition C6H20N3NiS in a non-equilibrium geometry, with ωB97M-V/def2-TZVPD.

## Properties
LUMO (spin up / spin down): 3.39 / 3.22 eV
ΔE to the lowest compared entry with this formula, charge and spin: 0.112 eV
Expectation value of S²: 2.016
Maximum force: 0.076 Eh/bohr
HOMO level (spin up / spin down): 0.006 / -0.077 Eh
HOMO-LUMO gap (spin up / spin down): 3.22 / 5.32 eV

Structure (ORCA input):
```
! wB97M-V def2-TZVPD RIJCOSX def2/J DEFGRID3
* xyz -1 3
C -0.324 0.507 -4.954
Ni -0.116 -0.899 -2.398
N -0.941 -2.091 -0.977
H -0.050 -2.060 -3.390
H -0.250 -2.361 -0.273
H -0.802 -0.262 -4.296
H -0.011 0.048 -5.903
H 0.571 0.937 -4.464
H -1.066 1.281 -5.195
H -1.707 -1.623 -0.485
H -1.325 -2.954 -1.354
C -0.349 -1.591 2.472
C 0.909 -0.750 2.446
N 1.425 -0.314 1.117
C 0.791 0.328 0.132
S 1.409 0.307 -1.476
N -0.358 0.991 0.412
C -0.580 1.780 1.693
C 0.570 2.628 2.163
H -1.242 -1.113 2.030
H -0.591 -1.772 3.530
H -0.187 -2.581 2.015
H 0.788 0.135 3.075
H 1.745 -1.323 2.878
H 2.206 -0.869 0.757
H -0.666 1.534 -0.388
H -1.453 2.408 1.444
H -0.912 1.080 2.462
H 0.768 3.439 1.458
H 0.253 3.079 3.109
H 1.496 2.079 2.362
*
```


No. 3
Computed, not measured: a cluster of 4 separate species, C6H20NO4 in total in a non-equilibrium geometry, with ωB97M-V/def2-TZVPD.

## Properties
LUMO: 3.51 eV
ΔE to the lowest compared entry with this formula, charge and spin: 1.523 eV
Maximum force: 0.063 Eh/bohr
HOMO level: -0.157 Eh
HOMO-LUMO gap: 7.78 eV

Structure (ORCA input):
```
! wB97M-V def2-TZVPD RIJCOSX def2/J DEFGRID3
* xyz -1 1
C -0.615 1.619 -1.032
N 0.000 0.300 -0.927
C 1.316 0.139 -1.604
C 1.976 -1.167 -1.173
C 2.042 -1.203 0.377
O 0.874 -1.067 1.096
C -1.437 1.885 0.254
C -2.292 3.125 0.352
H 0.167 2.395 -1.122
H -1.417 1.668 -1.780
H 0.127 -0.119 0.065
H 0.985 0.214 -2.663
H 2.012 0.966 -1.381
H 1.279 -2.041 -1.321
H 2.926 -1.365 -1.633
H 2.599 -2.072 0.769
H 2.636 -0.240 0.579
H -2.030 0.984 0.482
H -0.678 1.965 1.097
H -1.879 4.072 -0.004
H -2.609 3.251 1.387
H -3.202 3.078 -0.228
H 1.848 -1.402 3.639
H 0.672 -0.861 2.905
O 1.079 -0.850 3.802
H 0.120 -2.582 1.184
H -1.122 -3.233 1.932
O -0.472 -3.385 1.226
H -1.468 -1.991 -1.656
H -1.475 -0.626 -2.339
O -1.963 -1.457 -2.282
*
```


No. 4
Computed, not measured: a cluster of 4 separate species, C6H20O4 in total in a non-equilibrium geometry, with ωB97M-V/def2-TZVPD.

## Properties
LUMO: 0.51 eV
ΔE to the lowest compared entry with this formula, charge and spin: 2.140 eV
Maximum force: 0.041 Eh/bohr
Structure (SMILES): CCO.CCO.CO.CO
HOMO level: -0.350 Eh
HOMO-LUMO gap: 10.04 eV

Structure (ORCA input):
```
! wB97M-V def2-TZVPD RIJCOSX def2/J DEFGRID3
* xyz 0 1
C -3.015 -2.489 -0.818
C -2.485 -3.467 0.235
O -3.055 -4.680 -0.128
H -2.665 -2.804 -1.801
H -2.613 -1.492 -0.640
H -4.104 -2.457 -0.853
H -2.835 -3.261 1.247
H -1.413 -3.609 0.100
H -2.586 -4.924 -0.930
C 1.099 0.141 2.300
C 0.043 0.369 1.273
O 0.491 0.977 0.095
H 1.543 1.094 2.586
H 1.877 -0.518 1.916
H 0.582 -0.393 3.097
H -0.822 0.946 1.601
H -0.467 -0.568 1.048
H 0.436 1.935 0.092
C 2.576 -0.112 -2.823
O 2.577 -0.116 -1.377
H 3.006 -0.979 -3.323
H 1.564 0.084 -3.180
H 3.165 0.756 -3.121
H 1.789 0.296 -1.017
C 1.189 4.251 0.914
O 0.103 3.725 0.199
H 1.255 3.645 1.818
H 2.119 4.016 0.395
H 1.068 5.244 1.346
H -0.422 4.391 -0.250
*
```


Ordered electronic energy results: -13622.1213, -62892.6890, -16227.0446, -14734.3144; unit eV.